Computed, not measured: a 3-piece molecular cluster, C3H14N6 overall at a distorted geometry, with ωB97M-V/def2-TZVPD.

Positions of all 23 atoms, in Å:
C -0.07814 -1.43589 1.20048
C -1.17049 1.71647 -0.39808
C 0.64718 0.10438 -2.78751
N -1.15941 1.33018 0.81950
N 1.17076 0.55982 -1.50803
N -0.11312 1.69926 1.60173
N -0.27866 -1.34161 2.56801
N -1.22732 -1.55415 0.45349
N 1.05645 -1.46500 0.61185
H 2.15996 0.76471 -1.60072
H -0.00089 1.07671 2.39006
H 0.76497 1.90173 1.12732
H 1.85427 -1.49964 1.24122
H -1.19199 -1.60324 2.90802
H 0.51604 -1.53235 3.15909
H -1.02867 -1.51054 -0.53610
H -1.96907 -0.91602 0.71906
H 1.11431 -0.20332 -0.79528
H -0.47073 2.42589 -0.83512
H -2.06872 1.47290 -0.96517
H 0.86388 0.85365 -3.55213
H -0.43925 0.01913 -2.70336
H 1.04864 -0.86308 -3.11833

## Properties
relative energy (zero: lowest compared OMol25 entry of this formula, charge and spin)	0.00	kJ/mol
orbital gap	9.096	eV
charge	0
HOMO energy	-0.3029	Eh
SMILES	N=C(N)N.C=NN.CN

=====

Computed, not measured: a 3-piece molecular cluster, C3H14NO2 overall, with ωB97M-V/def2-TZVPD.

Positions of all 20 atoms, in Å:
C 0.29878 -0.16018 -0.89296
C -1.10383 0.37687 -0.79057
C -1.74569 0.41505 -2.17878
N 0.97127 -0.23734 0.45939
H 0.93819 0.46609 -1.50397
H 0.37075 -1.15664 -1.31181
H -1.69432 -0.23686 -0.11544
H -1.07954 1.40256 -0.40534
H -2.02022 -0.57435 -2.52901
H -1.07995 0.87107 -2.90637
H -2.66264 1.00064 -2.11802
H 0.54317 -0.98363 1.03062
H 0.87694 0.66596 0.94754
H 1.97871 -0.39623 0.37960
H 1.22575 2.31180 2.70801
H 2.03978 3.02332 1.66205
O 1.51478 2.22230 1.78973
H -0.15254 -3.58831 1.55058
H 0.56673 -2.71802 2.56136
O 0.21387 -2.70407 1.66339

## Properties
relative energy (zero: lowest compared OMol25 entry of this formula, charge and spin)	7.16	kJ/mol
orbital gap	12.624	eV
charge	+1
HOMO energy	-0.5742	Eh

=====

Computed, not measured: C3H14NOReS as an isolated structure at a distorted geometry, with ωB97M-V/def2-TZVPD.

Positions of all 21 atoms, in Å:
C -0.76806 1.15323 -2.46090
Re -0.01055 0.14298 -0.24432
N 0.98353 -1.55762 -1.10585
H -0.78325 1.26637 0.63914
H -0.06473 1.30279 -1.56398
H -1.27905 2.11844 -2.60173
H -1.54534 0.38527 -2.37024
H -0.21045 0.96271 -3.38547
H 0.74150 -2.48758 -0.71667
H 2.01343 -1.50030 -1.02814
H 0.77964 -1.61302 -2.10074
C 0.27160 -0.86410 4.05687
S 0.17371 -0.68562 1.96335
C 1.80692 -1.40257 1.92587
O -1.01568 -1.62770 1.82652
H 1.12554 -0.40685 4.51714
H 0.31854 -1.94389 4.19478
H -0.62965 -0.47596 4.50953
H 2.26186 -1.26641 2.88209
H 1.71081 -2.45508 1.69760
H 2.41388 -0.90377 1.17493

## Properties
relative energy (zero: lowest compared OMol25 entry of this formula, charge and spin)	138.99	kJ/mol
orbital gap (spin up / spin down)	7.732 / 6.804	eV
charge	+1
HOMO energy (spin up / spin down)	-0.4620 / -0.4216	Eh
2S+1	4

=====

Computed, not measured: a 4-piece molecular cluster, C3H14O3S overall at a distorted geometry, with ωB97M-V/def2-TZVPD.

Positions of all 21 atoms, in Å:
C -2.07113 0.75509 -0.29559
C -0.95592 0.41970 0.68429
S 0.59923 1.05846 -0.01686
C 1.80785 -0.11392 0.62285
H -3.02960 0.42661 0.10977
H -1.96294 0.35569 -1.30395
H -2.22195 1.82880 -0.45943
H -0.86373 -0.65677 0.72561
H -1.20280 0.88851 1.63180
H 1.34644 -0.93033 1.17517
H 2.38758 -0.53982 -0.19699
H 2.51344 0.37124 1.29308
H 2.06335 2.92085 2.93722
H 2.06712 1.51044 3.49004
O 1.54273 2.10587 2.94355
H -0.79698 -2.00431 -1.48275
H -1.11424 -3.50321 -1.72190
O -1.02091 -2.83020 -1.03728
H 0.79548 -1.07414 -2.56406
H 0.14859 -0.07220 -3.48181
O -0.03162 -0.91636 -3.05277

## Properties
relative energy (zero: lowest compared OMol25 entry of this formula, charge and spin)	63.87	kJ/mol
orbital gap	8.745	eV
charge	0
HOMO energy	-0.2999	Eh
SMILES	CCSC.O.O.O

=====

Computed, not measured: a 4-piece molecular cluster, C3H14O3S2 overall at a distorted geometry, with ωB97M-V/def2-TZVPD.

Positions of all 22 atoms, in Å:
C -1.63380 -1.27563 0.59108
C -2.59010 -0.17055 0.14895
S -2.48348 1.36760 1.07220
S -1.27138 2.53263 0.04244
C 0.40711 2.31076 0.48153
H -2.14592 -2.17276 0.95128
H -0.97520 -0.96122 1.40340
H -0.97157 -1.62179 -0.20366
H -2.37919 0.05277 -0.89373
H -3.63923 -0.46687 0.12447
H 0.53986 1.84582 1.46596
H 0.97431 1.79066 -0.28447
H 0.88329 3.26706 0.72490
H 2.45843 -1.13488 2.35244
H 3.09543 0.08340 1.58212
O 2.60822 -0.73358 1.48195
H 1.43426 -2.57031 -0.34210
H 2.17519 -1.16061 -0.54578
O 1.63746 -1.85038 -0.92822
H 0.87559 -0.40969 -2.74186
H 0.05703 0.79441 -3.34808
O 0.94368 0.48316 -3.13480

## Properties
relative energy (zero: lowest compared OMol25 entry of this formula, charge and spin)	62.30	kJ/mol
orbital gap	9.082	eV
charge	0
HOMO energy	-0.3235	Eh
SMILES	CCSSC.O.O.O

=====

Computed, not measured: a 2-piece molecular cluster, C3H14OSi3 overall at a distorted geometry, with ωB97M-V/def2-TZVPD.

Positions of all 21 atoms, in Å:
C -1.72996 -1.42553 1.04267
C -1.10246 -0.66989 -1.22725
C -2.06289 -0.49094 -0.07366
O 2.39430 -0.28223 0.19622
Si 3.59796 -0.28001 -0.82931
Si -0.04337 2.22928 1.32998
Si -1.90554 1.30490 0.54320
H -1.67723 -2.52323 0.82117
H -0.57812 -1.19882 1.28577
H -2.31123 -1.17104 1.98460
H -1.59739 -0.43015 -2.11083
H -0.69589 -1.63539 -1.28800
H -0.25671 0.04596 -1.21322
H -3.10038 -0.77139 -0.28749
H 2.34982 0.41212 0.77462
H 4.23151 1.00648 -0.86931
H 2.82942 -0.59122 -2.06323
H 4.73971 -1.40988 -0.59834
H -0.75589 3.62478 1.59237
H 1.03575 2.46760 0.28876
H -3.36142 1.78859 0.70129

## Properties
relative energy (zero: lowest compared OMol25 entry of this formula, charge and spin)	424.92	kJ/mol
orbital gap	6.981	eV
charge	0
HOMO energy	-0.2916	Eh
SMILES	CC(C)[SiH]=[SiH2].O[SiH3]

=====

Computed, not measured: C3H15F2O5Sr as an isolated structure at a distorted geometry, with ωB97M-V/def2-TZVPD.

Positions of all 26 atoms, in Å:
Sr 0.08489 1.15376 -0.27271
F -0.17027 1.55178 -2.81855
F 0.90027 1.60035 2.13976
C -0.59066 -2.10423 1.33148
C -0.50507 -2.08577 -0.20209
C -0.58673 -3.48611 -0.69837
O -1.14951 -1.01158 -0.85576
H -1.46915 -2.56284 1.78540
H -0.55128 -1.12290 1.80429
H 0.28154 -2.52110 1.83506
H 0.54401 -1.92315 -0.44925
H -1.59914 -3.88961 -0.71612
H 0.12856 -4.22627 -0.33971
H -0.34902 -3.22543 -1.72970
O 2.21108 2.80181 -0.80299
H 2.18233 3.63652 -1.27062
H 3.14444 2.62193 -0.69023
O -0.98342 3.64588 -0.02455
H -1.16324 3.95025 0.86498
H -1.30128 4.35109 -0.58835
O 2.34120 -0.05359 -0.91498
H 3.05536 0.29928 -1.44572
H 2.74456 -0.75807 -0.40778
O -2.10408 1.07943 1.23678
H -2.92593 1.55230 1.10567
H -2.16936 0.72618 2.12402

## Properties
orbital gap	5.867	eV
charge	-1
HOMO energy	-0.1226	Eh

=====

Computed, not measured: a 3-piece molecular cluster, C3H15N2O2 overall at a distorted geometry, with ωB97M-V/def2-TZVPD.

Positions of all 22 atoms, in Å:
N -0.59949 0.00048 0.78374
C 0.61688 -0.85962 0.91586
C 1.73106 0.01761 1.44439
N 1.80744 1.21059 0.61217
C 1.57216 2.50366 1.32692
H -1.33026 -0.49565 0.28825
H -0.99356 0.32645 1.67153
H -0.31307 0.83781 0.26538
H 0.32248 -1.60614 1.65502
H 0.87641 -1.21063 -0.06046
H 1.58196 0.26501 2.48963
H 2.66681 -0.55220 1.50482
H 2.68365 1.29117 0.12128
H 0.91166 2.28423 2.16625
H 1.11050 3.15472 0.58627
H 2.51672 2.98816 1.55383
H -2.32596 -0.90513 -1.70218
H -3.03780 0.20875 -2.47708
O -2.55527 0.03853 -1.65345
H -1.84346 -2.06126 -3.43580
H -0.73049 -2.76688 -2.83037
O -1.65446 -2.55240 -2.61925

## Properties
relative energy (zero: lowest compared OMol25 entry of this formula, charge and spin)	99.85	kJ/mol
orbital gap	10.308	eV
charge	+1
HOMO energy	-0.4886	Eh

=====

Computed, not measured: a 4-piece molecular cluster, C3H15N2O3 overall at a distorted geometry, with ωB97M-V/def2-TZVPD.

Positions of all 23 atoms, in Å:
C 0.62198 2.56566 1.96119
C 1.03990 1.03225 1.95741
N 0.41558 0.32257 0.78516
C -0.45702 -0.66052 1.00219
N -0.95298 -1.41890 0.04351
H -0.42961 2.80878 2.42603
H 1.43412 3.13269 2.44673
H 0.67447 3.07861 0.97655
H 2.10256 0.95294 1.76648
H 0.70319 0.51992 2.84204
H 0.78212 0.58433 -0.17780
H -0.77593 -0.88914 2.04734
H -0.91958 -1.14867 -0.87156
H -1.51302 -2.26801 0.09161
H 0.35844 0.86576 -2.98682
H -0.95148 0.58282 -3.36936
O -0.31757 0.28420 -2.67485
H 3.09614 1.21565 -2.88311
H 2.54580 -0.04386 -3.51600
O 2.33584 0.79207 -2.99214
H -3.64979 -4.42015 1.07669
H -3.10287 -3.96773 -0.46297
O -3.04031 -3.92126 0.51169

## Properties
relative energy (zero: lowest compared OMol25 entry of this formula, charge and spin)	119.29	kJ/mol
orbital gap	11.472	eV
charge	+1
HOMO energy	-0.5247	Eh

=====

Computed, not measured: a 4-piece molecular cluster, C3H15NO3S overall at a distorted geometry, with ωB97M-V/def2-TZVPD.

Positions of all 23 atoms, in Å:
C 1.52801 -0.30524 0.80570
C 0.99077 -1.25302 -0.30556
C 0.00910 -2.31420 0.20115
S -0.68213 -3.48544 -1.07270
N 0.35209 -0.55609 -1.48280
H 1.12200 -0.53777 1.83744
H 2.68180 -0.43896 0.73086
H 1.40853 0.72655 0.55989
H 1.94894 -1.76597 -0.81323
H -0.71298 -1.71071 0.73515
H 0.79974 -2.96715 0.78202
H -0.61288 -2.61169 -2.17920
H 0.91309 0.16046 -1.89674
H -0.54206 -0.28819 -1.01275
H -1.52731 1.63685 -2.32776
H -0.65337 2.70875 -1.99829
O -0.64845 1.87266 -2.04134
H 0.45286 3.83625 0.64868
H -0.99508 3.87289 0.39813
O -0.30586 4.11762 1.10872
H -1.88263 -0.83749 2.96651
H -1.42474 0.22228 1.93774
O -2.21945 -0.08240 2.41839

## Properties
relative energy (zero: lowest compared OMol25 entry of this formula, charge and spin)	216.17	kJ/mol
orbital gap	9.010	eV
charge	0
HOMO energy	-0.3278	Eh
SMILES	C[C@H](N)CS.O.O.O

=====

Computed, not measured: C3H15NO4 as an isolated structure at a distorted geometry, with ωB97M-V/def2-TZVPD.

Positions of all 23 atoms, in Å:
C -0.26077 -1.11302 0.32041
C -0.44643 0.46312 0.55739
C -1.72057 0.98913 -0.06818
N 0.62612 1.12503 0.01699
H -1.28659 -1.48884 0.43573
H 0.03040 -1.22405 -0.71619
H 0.46350 -1.53230 1.00453
H -2.13824 0.04946 -0.69149
H -2.51449 1.14440 0.65726
H 0.70327 0.90124 -1.11097
H 1.39472 0.98512 0.73750
H -4.18295 -1.11012 0.34081
H 0.38935 0.62005 -3.10482
O 0.44191 0.27109 -2.21468
H 2.00279 -0.42154 -1.24168
H 2.58096 0.02759 2.47773
O 2.70816 -0.52945 -0.57946
H -2.28152 -0.49741 -1.28121
H 2.57747 -0.19023 0.34912
O 1.94219 0.01780 1.75908
H -0.42301 0.63092 1.63885
H -1.54131 1.78967 -0.75379
O -3.22604 -0.94208 0.34917

## Properties
relative energy (zero: lowest compared OMol25 entry of this formula, charge and spin)	1320.59	kJ/mol
orbital gap	5.042	eV
charge	0
HOMO energy	-0.3593	Eh

=====

Computed, not measured: a 5-piece molecular cluster, C3H15NO4 overall at a distorted geometry, with ωB97M-V/def2-TZVPD.

Positions of all 23 atoms, in Å:
C -1.51876 2.45816 -1.05888
C -2.15940 1.12161 -0.76107
C -2.19970 0.38826 1.48373
N -1.54407 0.50753 0.41521
H -2.13098 3.23795 -0.59401
H -0.60156 2.61569 -0.47691
H -1.21110 2.61407 -2.08763
H -1.95630 0.40025 -1.56185
H -3.25087 1.12613 -0.64158
H -3.18605 0.73043 1.77346
H -1.64150 -0.11308 2.28272
H 1.46402 0.45266 1.79738
H 2.49788 -0.37276 1.00351
O 1.83579 -0.42715 1.69494
H 0.38856 -1.25656 -1.33467
H 1.52938 -2.47278 -1.42199
O 1.29114 -1.56103 -1.28180
H -0.19644 -1.79976 1.09075
H 0.97854 -2.56800 1.71824
O 0.42075 -2.52088 0.93997
H 2.49315 -0.29226 -1.04448
H 2.39670 0.65875 -2.21041
O 2.61285 0.65292 -1.27620

## Properties
relative energy (zero: lowest compared OMol25 entry of this formula, charge and spin)	211.56	kJ/mol
orbital gap	10.667	eV
charge	0
HOMO energy	-0.3668	Eh
SMILES	C=NCC.O.O.O.O

=====

Calculated values (eV) of electronic energy for the records, taken in order: -12277.581, -8917.712, -19827.969, -20315.573, -31150.822, -29014.984, -19865.862, -10422.991, -12470.599, -21819.922, -13021.351, -13032.845.